Arrangement i

Here is C3H2O3 in the gas phase from the Open Molecules 2025 dataset. Energies are from ωB97M-V/def2-TZVPD.

The geometry in XYZ format:
```
8
C3H2O3, DFT ωB97M-V/def2-TZVPD
C 1.338 -0.119 -0.086
C 0.068 0.714 -0.072
C -1.276 -0.328 -0.112
H 1.043 -1.070 0.062
H -1.302 -1.426 -0.244
O 2.628 0.144 0.206
O -0.135 1.930 -0.007
O -2.364 0.155 0.254
```

Results
SMILES string: O=CC(=O)C=O
Frontier orbital gap, eV: 7.77



Arrangement ii

Here is 2 unconnected molecules or ions with the total composition C3H2O3 from the Open Molecules 2025 dataset. Energies are from ωB97M-V/def2-TZVPD.

The geometry in XYZ format:
```
8
C3H2O3, DFT ωB97M-V/def2-TZVPD
O -2.563 0.082 0.659
C -1.513 0.041 1.079
C 0.299 0.530 -1.091
O -0.357 1.295 -1.690
C 0.989 -0.364 -0.400
O 1.342 -0.149 0.916
H 0.513 -0.154 1.424
H 1.291 -1.281 -0.896
```

Results
Frontier orbital gap, eV: 9.40



Least stable structure: arrangement i



Arrangement i

Here is 2 unconnected molecules or ions with the total composition C3H10NO2Si from the Open Molecules 2025 dataset. Energies are from ωB97M-V/def2-TZVPD.

The geometry in XYZ format:
```
17
C3H10NO2Si, DFT ωB97M-V/def2-TZVPD
C -1.251 -1.491 0.434
C -2.175 -0.208 0.467
C -1.758 0.745 -0.495
N -0.519 1.114 -0.531
O -0.278 -1.696 -0.197
O 1.758 0.376 0.759
Si 2.874 0.001 -0.436
H -1.727 -2.360 0.878
H -3.335 -0.478 0.491
H -1.896 0.080 1.559
H -2.514 1.325 -0.983
H -0.195 1.773 -1.238
H 1.909 0.842 1.561
H 0.219 0.401 -0.142
H 3.962 0.849 -0.339
H 3.089 -1.421 -0.340
H 1.838 0.146 -1.449
```

Results
Total charge: +1
Frontier orbital gap, eV: 9.46



Arrangement ii

Here is 3 unconnected molecules or ions with the total composition C3H10NO2Si from the Open Molecules 2025 dataset. Energies are from ωB97M-V/def2-TZVPD.

The geometry in XYZ format:
```
17
C3H10NO2Si, DFT ωB97M-V/def2-TZVPD
C 1.302 1.540 -0.706
C -0.574 -0.441 1.597
C 0.732 -1.254 1.229
N 1.926 -0.806 1.946
O 2.002 1.271 0.154
O 0.716 1.705 -1.680
Si -2.706 0.861 -3.875
H -0.820 -0.618 2.646
H -1.402 -0.721 1.016
H -0.475 0.705 1.334
H 0.670 -2.290 1.305
H 2.636 -1.584 1.694
H 1.868 -0.966 2.968
H 2.094 0.209 1.760
H -3.361 -0.074 -2.790
H -2.550 2.296 -3.603
H -2.057 0.169 -4.995
```

Results
Total charge: +1
Frontier orbital gap (alpha / beta), eV: 10.35 / 3.74



Arrangement iii

Here is a gas-phase ion, C3H10NO2Si (charge +1) from the Open Molecules 2025 dataset. Energies are from ωB97M-V/def2-TZVPD.

The geometry in XYZ format:
```
17
C3H10NO2Si, DFT ωB97M-V/def2-TZVPD
C -1.774 1.989 -0.795
C -1.602 0.729 -1.198
C 1.360 0.113 0.036
N 1.800 -0.487 1.361
O -0.193 -1.971 -1.029
O -0.758 -0.826 1.252
Si -0.424 -0.605 -0.269
H -2.556 2.677 -1.143
H -1.188 2.342 0.037
H -1.894 0.394 -2.164
H 1.968 -0.409 -0.749
H 1.340 1.222 -0.178
H 2.147 -1.383 1.259
H 0.787 -0.533 1.904
H 2.495 0.033 1.881
H -0.069 -2.029 -1.964
H -1.441 -1.256 1.756
```

Results
Total charge: +1
SMILES string: C=C[Si](O)(O)C[NH3+]
Frontier orbital gap, eV: 10.03



Least stable structure: arrangement ii



Arrangement i

Here is 5 unconnected molecules or ions with the total composition C2H13NO5 from the Open Molecules 2025 dataset. Energies are from ωB97M-V/def2-TZVPD.

The geometry in XYZ format:
```
21
C2H13NO5, DFT ωB97M-V/def2-TZVPD
O 4.902 1.121 0.506
C 4.580 0.454 -0.433
C 3.135 0.152 -0.811
N 2.223 0.314 0.302
H 5.308 0.036 -1.160
H 2.922 0.945 -1.535
H 3.142 -0.841 -1.254
H 1.812 -0.543 0.636
H 2.651 0.824 1.061
H -2.879 -0.925 0.701
H -2.054 -1.080 -0.487
O -2.601 -1.641 0.086
H -1.331 1.210 0.885
H -2.656 1.463 0.284
O -2.265 1.316 1.154
H -0.515 0.899 -1.879
H 0.435 0.262 -0.742
O -0.474 0.486 -1.013
H -6.164 -1.199 1.288
H -4.782 -1.563 0.830
O -5.387 -1.690 1.581
```

Results
SMILES string: NCC=O.O.O.O.O
Frontier orbital gap, eV: 10.30



Arrangement ii

Here is 5 unconnected molecules or ions with the total composition C2H13NO5 from the Open Molecules 2025 dataset. Energies are from ωB97M-V/def2-TZVPD.

The geometry in XYZ format:
```
21
C2H13NO5, DFT ωB97M-V/def2-TZVPD
O 3.305 0.445 1.463
C 3.232 0.225 0.250
C 1.952 0.475 -0.483
N 0.945 1.618 -0.185
H 4.049 -0.092 -0.458
H 2.310 0.600 -1.668
H 1.530 -0.604 -0.702
H 0.615 1.287 0.652
H 1.499 2.413 0.086
H -1.761 -0.068 -1.202
H -0.677 -0.674 -0.385
O -1.309 -0.962 -1.044
H 0.745 -0.868 2.352
H -0.220 -1.910 1.896
O -0.179 -0.925 1.921
H -2.074 1.451 0.318
H -1.070 1.970 -0.752
O -1.983 1.598 -0.606
H -3.785 -1.257 -0.440
H -3.069 -2.592 -0.616
O -4.055 -2.131 -0.397
```

Results
SMILES string: NCC=O.O.O.O.O
Frontier orbital gap, eV: 10.72



Least stable structure: arrangement ii